{"formula": "C35H67N3O14P3", "method": "ωB97M-V/def2-TZVPD", "symbols": ["C", "C", "C", "C", "N", "C", "C", "C", "C", "C", "C", "C", "C", "C", "C", "C", "C", "C", "C", "C", "C", "C", "O", "C", "C", "C", "C", "N", "C", "N", "O", "H", "H", "H", "H", "H", "H", "H", "H", "H", "H", "H", "H", "H", "H", "H", "H", "H", "H", "H", "H", "H", "H", "H", "H", "H", "H", "H", "H", "H", "H", "H", "H", "H", "H", "H", "H", "H", "H", "H", "H", "C", "O", "P", "O", "O", "C", "O", "C", "H", "H", "H", "H", "H", "H", "H", "H", "H", "C", "O", "P", "O", "O", "C", "O", "C", "H", "H", "H", "H", "H", "H", "H", "H", "H", "C", "O", "P", "O", "O", "C", "O", "C", "H", "H", "H", "H", "H", "H", "H", "H", "H"], "positions_angstrom": [[1.432580, -5.983727, -2.766604], [0.732067, -5.036002, -1.761296], [1.052459, -3.609380, -2.188474], [2.498154, -3.224281, -1.818188], [2.592064, -1.787208, -1.574007], [1.818609, -1.346016, -0.401511], [1.979382, 0.178575, -0.273964], [1.782741, 1.073482, -1.481809], [2.504755, 1.008861, -2.666204], [2.340990, 1.871089, -3.736434], [1.423644, 2.905606, -3.635113], [1.212991, 3.909973, -4.740146], [0.688580, 3.018540, -2.457984], [0.876442, 2.136056, -1.406718], [2.623896, -1.961551, 0.822965], [2.401007, -1.211486, 2.153373], [4.165155, -1.920894, 0.581848], [4.852777, -2.537990, 1.842761], [0.283081, -1.892566, -0.434713], [-0.014527, -2.904177, 0.684733], [-1.461660, -3.392519, 0.843612], [-2.015238, -3.179197, 2.263574], [-1.467497, -4.806826, 0.565415], [-0.744556, -0.743931, -0.248194], [-1.396113, -0.169783, -1.338143], [-2.338235, 0.817148, -1.085485], [-2.545514, 1.163144, 0.238089], [-1.913170, 0.663347, 1.287868], [-1.018199, -0.290235, 1.033117], [0.081009, -2.517202, -1.782258], [-1.225541, -2.987413, -1.992317], [2.516365, -5.902935, -2.695685], [1.065750, -5.836897, -3.782377], [1.172213, -6.999237, -2.469234], [-0.319026, -5.309483, -1.765727], [1.157288, -5.297250, -0.793264], [1.012656, -3.615573, -3.282925], [3.104357, -3.416401, -2.704667], [2.927404, -3.831532, -1.025548], [2.278797, -1.344469, -2.431794], [3.014117, 0.353587, 0.033291], [1.408364, 0.611764, 0.542097], [3.257199, 0.233183, -2.765214], [2.932337, 1.771174, -4.637448], [0.180208, 3.977555, -5.073915], [1.882602, 3.682168, -5.568992], [1.524232, 4.889143, -4.368732], [-0.061111, 3.785591, -2.302293], [0.300288, 2.272294, -0.496668], [2.465628, -3.033889, 0.918317], [2.358542, -1.943759, 2.959913], [1.463035, -0.661768, 2.205264], [3.187334, -0.489437, 2.360613], [4.473022, -2.576009, -0.225649], [4.539856, -0.901042, 0.513447], [4.232992, -3.362210, 2.197126], [5.046261, -1.800153, 2.615922], [5.820864, -2.928599, 1.530038], [0.596353, -3.801614, 0.586262], [0.284075, -2.513433, 1.651503], [-2.184124, -2.931409, 0.168072], [-1.232161, -3.143592, 3.020407], [-2.785392, -3.912523, 2.496089], [-2.517701, -2.207084, 2.287307], [-2.373568, -5.096014, 0.711245], [-1.212645, -0.492084, -2.353969], [-2.887493, 1.272665, -1.896534], [-3.298577, 1.918773, 0.449528], [-0.530559, -0.688361, 1.910381], [0.219060, -1.781099, -2.479683], [-1.359775, -3.109432, -2.944991], [-5.199322, -1.524104, 4.574736], [-5.015937, -2.913371, 4.946357], [-4.904567, -3.172358, 6.562936], [-4.047762, -4.368447, 6.654822], [-6.472906, -3.497662, 6.785756], [-7.218731, -4.277158, 5.858664], [-4.813961, -2.359146, 7.930109], [-4.571164, -3.130895, 9.116455], [-5.316596, -1.459745, 3.496324], [-6.088471, -1.106119, 5.053467], [-4.322794, -0.946666, 4.871260], [-6.638187, -5.123695, 5.491230], [-7.559361, -3.660083, 5.026918], [-8.092961, -4.652429, 6.386344], [-3.532196, -3.447310, 9.159752], [-5.230588, -3.994783, 9.153397], [-4.774234, -2.470515, 9.956063], [4.954706, 2.742987, -1.401669], [6.364172, 2.794589, -1.096872], [7.419433, 2.317319, -2.253837], [8.561982, 1.799315, -1.484090], [7.655983, 3.791130, -2.874871], [7.779389, 4.944059, -2.047316], [7.428163, 1.645707, -3.704814], [8.716772, 1.301455, -4.235935], [4.407674, 3.152479, -0.555753], [4.727975, 3.333864, -2.293448], [4.645511, 1.712777, -1.562926], [8.374294, 4.735265, -1.158350], [6.795501, 5.319831, -1.766138], [8.282129, 5.708211, -2.636169], [9.105458, 0.411452, -3.747552], [9.412629, 2.129007, -4.120066], [8.565183, 1.087311, -5.291434], [-7.986561, 5.148454, -1.049843], [-6.899851, 5.458939, -0.146384], [-5.367609, 5.347234, -0.691380], [-4.596380, 5.004958, 0.518690], [-5.235973, 6.889411, -1.146189], [-5.777752, 7.953447, -0.365891], [-4.526829, 4.846253, -1.964822], [-3.108527, 4.876967, -1.817122], [-8.917839, 5.344700, -0.527170], [-7.940486, 5.773806, -1.944452], [-7.955266, 4.097562, -1.336337], [-5.616608, 7.788645, 0.699141], [-6.839684, 8.077108, -0.574922], [-5.261806, 8.863187, -0.664494], [-2.769374, 4.058198, -1.183114], [-2.779280, 5.830729, -1.410247], [-2.678586, 4.734078, -2.808120]], "atomic_forces_ev_per_a": [[-0.34, -0.08, 0.64], [0.31, -0.71, -0.60], [0.65, -1.13, 0.12], [-0.08, 0.77, -0.76], [-0.75, -0.38, -0.19], [1.00, -0.72, 0.45], [0.51, 0.66, -0.50], [-0.76, 0.55, -0.23], [0.67, -1.16, -0.15], [-0.38, 0.42, 0.23], [-0.59, 0.36, -0.27], [0.74, 0.00, 0.26], [-0.02, -0.30, 0.54], [-0.07, -0.18, 0.15], [1.06, 0.99, -0.42], [-0.78, -0.58, 0.09], [-0.07, -0.66, 1.57], [0.03, 0.16, -0.95], [-0.49, 1.00, 1.66], [-0.15, -0.86, -0.23], [-0.83, -0.77, 0.67], [-0.01, 0.88, -0.44], [0.28, 0.29, -0.27], [0.76, -0.78, -1.01], [-0.24, 0.23, 0.68], [0.57, -0.65, -0.15], [-0.98, 1.02, -0.04], [0.32, -0.35, -0.25], [-0.42, 0.43, -0.01], [0.33, -0.54, -1.06], [-0.43, 0.18, 0.64], [0.03, 0.07, -0.30], [0.21, 0.07, -0.07], [0.09, -0.06, -0.12], [-0.11, 0.41, 0.21], [-0.27, 0.35, 0.21], [-0.36, 0.31, 0.02], [0.09, -0.13, 0.10], [-0.28, 0.11, 0.26], [0.17, 0.39, 0.14], [0.04, -0.29, -0.01], [-0.27, -0.28, -0.04], [0.13, 0.14, -0.02], [0.08, -0.10, 0.05], [-0.01, -0.08, -0.04], [-0.24, -0.01, -0.19], [-0.18, 0.08, -0.08], [0.12, 0.20, -0.30], [-0.04, 0.00, -0.02], [-0.58, 0.10, 0.17], [0.21, 0.18, 0.17], [-0.03, -0.05, -0.07], [0.07, -0.06, -0.03], [-0.04, 0.50, -0.43], [0.00, -0.03, -0.65], [0.22, -0.04, 0.34], [-0.21, -0.13, 0.20], [0.01, -0.09, 0.17], [-0.05, 0.00, -0.17], [0.20, 0.39, -0.23], [0.35, 0.26, -0.19], [-0.09, -0.40, 0.11], [0.17, -0.13, 0.16], [0.06, 0.02, 0.14], [0.05, -0.22, 0.01], [-0.03, 0.13, -0.07], [-0.08, 0.12, 0.11], [0.07, 0.02, 0.13], [0.07, -0.09, -0.06], [0.15, 0.27, 0.30], [0.29, -0.01, -0.06], [-0.09, 0.05, -0.09], [0.98, 2.66, 1.22], [-1.89, -5.32, 0.70], [0.43, 0.52, -0.16], [-0.09, 0.40, 0.07], [-0.06, -0.05, -0.02], [0.40, 1.97, -1.67], [0.34, -0.13, 0.38], [0.01, -0.17, 0.00], [0.00, -0.03, -0.03], [-0.04, 0.08, -0.09], [0.05, 0.04, -0.04], [0.07, -0.03, -0.06], [0.04, 0.02, 0.07], [-0.03, -0.09, -0.12], [0.00, 0.01, -0.09], [-0.09, 0.09, -0.13], [0.10, 0.22, 0.02], [-1.45, -1.90, -1.63], [4.43, 2.92, 1.00], [-0.44, -0.45, 0.02], [-0.25, -0.04, -0.24], [0.04, 0.08, 0.02], [-2.49, -0.46, 0.59], [0.31, -0.37, -0.11], [0.10, 0.02, 0.05], [-0.04, -0.02, 0.02], [-0.03, 0.00, 0.04], [-0.05, -0.05, 0.04], [0.00, -0.04, 0.10], [0.02, -0.06, -0.05], [0.02, 0.09, 0.13], [-0.05, 0.02, 0.06], [-0.15, 0.09, 0.02], [-0.11, 0.18, -0.04], [-0.04, -2.07, -2.17], [2.56, 3.69, 3.01], [-0.24, -0.57, -0.23], [-0.03, -0.08, -0.32], [-0.02, 0.10, 0.04], [-2.24, -1.08, -0.67], [0.51, -0.31, 0.03], [0.07, 0.03, 0.09], [0.01, 0.01, 0.03], [-0.04, 0.00, 0.02], [-0.05, -0.07, 0.01], [-0.03, -0.05, 0.08], [0.06, -0.05, -0.04], [-0.06, 0.12, 0.18], [-0.06, -0.01, 0.06], [-0.24, 0.09, -0.09]], "homo_lumo_gap_ev": 8.5, "total_charge": 1, "fmax_ev_per_a": 5.688}